No. 1
# C11H19N3OS

C11H19N3OS as an isolated structure (the ωB97M-V functional and the def2-TZVPD basis, OMol25).

```
! wB97M-V def2-TZVPD RIJCOSX def2/J DEFGRID3
* xyz 0 1
C 4.422 0.830 1.722
C 3.302 1.349 2.697
C 1.904 1.190 2.142
C 1.515 -0.242 2.137
C -0.061 -0.292 2.038
C -0.487 0.198 0.797
C 0.129 -0.441 -0.430
C -0.490 0.472 -1.883
N -1.852 0.124 -2.038
C -2.399 -0.816 -2.965
O -1.481 -1.360 -3.960
C -3.680 -0.942 -2.952
N -4.699 -0.412 -1.843
S -6.060 -1.046 -2.263
N -5.849 -1.761 -3.520
C -4.500 -1.951 -3.724
H -4.280 -2.418 -4.538
H -2.558 0.297 -1.278
H -0.024 0.027 -2.908
H -0.333 1.326 -1.789
H 1.204 -0.024 -0.621
H 0.119 -1.522 -0.658
H -0.245 1.243 0.664
H -1.468 -0.096 0.707
H -0.063 -1.299 1.691
H -0.506 -0.070 2.742
H 1.754 -0.787 3.196
H 2.183 -0.696 1.154
H 1.385 1.584 3.135
H 1.818 1.659 1.387
H 3.651 2.471 2.888
H 3.580 0.950 3.712
H 4.293 1.413 0.745
H 4.322 -0.109 1.668
H 5.452 1.149 2.149
*
```

Properties
- Kohn-Sham gap (eV) = 7.63
- ΔE to the lowest compared entry with this formula, charge and spin (kcal per mole) = 304.5
- HOMO energy (eV) = -8.96
- max |F| (Eh/bohr) = 0.3468
- energy (eV) = -29055.933

No. 2
# C8H17P

One molecule with the formula C8H17P (the ωB97M-V functional and the def2-TZVPD basis, OMol25).

```
! wB97M-V def2-TZVPD RIJCOSX def2/J DEFGRID3
* xyz 0 1
C -0.519 -0.088 1.253
C 0.588 -0.119 0.296
C -1.299 1.146 1.547
C -0.801 -1.233 2.158
C 1.092 -1.532 0.014
C 1.460 0.742 -1.979
C -0.931 0.090 -1.705
C 0.293 0.677 -0.998
P 2.350 0.752 1.103
H -1.120 1.456 2.581
H -2.368 0.941 1.458
H -1.047 1.976 0.896
H 0.101 -1.780 2.426
H -1.474 -1.941 1.662
H -1.292 -0.894 3.072
H 1.870 -1.502 -0.744
H 0.286 -2.183 -0.323
H 1.536 -1.967 0.908
H 1.586 -0.195 -2.515
H 2.385 0.971 -1.450
H 1.280 1.528 -2.710
H -0.723 -0.920 -2.053
H -1.185 0.697 -2.573
H -1.790 0.059 -1.039
H 0.062 1.708 -0.714
H 1.827 2.048 1.035
*
```

Properties
- Kohn-Sham gap (alpha / beta) (eV) = 8.19 / 5.92
- ΔE to the lowest compared entry with this formula, charge and spin (kcal per mole) = 20.5
- HOMO energy (alpha / beta) (eV) = -7.97 / -6.68
- max |F| (Eh/bohr) = 0.0402
- energy (eV) = -17857.613

No. 3
# C5H24O7

A 7-piece molecular cluster, C5H24O7 overall (the ωB97M-V functional and the def2-TZVPD basis, OMol25).

```
! wB97M-V def2-TZVPD RIJCOSX def2/J DEFGRID3
* xyz 0 1
C -1.899 -2.578 0.952
O -2.064 -1.489 0.069
H -1.161 -3.259 0.528
H -1.524 -2.201 1.903
H -2.849 -3.092 1.098
H -2.771 -1.702 -0.545
C 0.942 -0.257 3.304
O 0.757 1.103 2.823
H 0.252 -0.575 4.085
H 0.944 -0.911 2.432
H 1.952 -0.399 3.690
H 1.614 1.290 2.431
C 3.432 -1.158 0.010
O 2.255 -1.854 -0.337
H 3.354 -0.712 1.001
H 4.197 -1.918 0.167
H 3.716 -0.447 -0.766
H 1.598 -1.170 -0.488
C 0.989 0.454 -3.381
O 1.393 1.376 -2.437
H 0.006 0.075 -3.102
H 1.009 0.882 -4.384
H 1.576 -0.455 -3.253
H 1.135 0.883 -1.655
C -2.403 1.269 -1.900
O -3.437 1.646 -2.765
H -1.494 1.632 -2.379
H -2.569 1.707 -0.917
H -2.369 0.181 -1.840
H -4.215 1.087 -2.712
O -1.251 3.208 2.815
H -0.813 4.022 2.564
H -0.636 2.519 2.564
O 0.369 0.293 -0.154
H -0.489 -0.130 -0.141
H 0.459 0.680 0.717
*
```

Properties
- Kohn-Sham gap (eV) = 9.90
- ΔE to the lowest compared entry with this formula, charge and spin (kcal per mole) = 51.1
- SMILES = CO.CO.CO.CO.CO.O.O
- HOMO energy (eV) = -9.58
- max |F| (Eh/bohr) = 0.0278
- energy (eV) = -19904.299

What is the formula in the first record?
C11H19N3OS

What is the ΔE to the lowest compared entry with this formula, charge and spin in the first record?
304.5 kcal per mole

Which formula does entry 3 have?
C5H24O7